Record 1
# C48H106N6O8

A 6-piece molecular cluster, C48H106N6O8 overall in a non-equilibrium geometry (the ωB97M-V functional and the def2-TZVPD basis, the Open Molecules 2025 dataset).

Positions of all 168 atoms, in Å:
H 2.96 22.28 -10.60
N 8.48 19.96 -3.66
H -2.72 24.80 4.69
C 1.77 21.58 3.97
C 3.32 23.22 2.77
H -4.47 24.61 1.40
C -3.50 27.33 1.73
H -4.69 29.19 1.57
H -1.66 21.63 1.98
H 1.73 26.24 2.53
H -0.95 23.03 -3.73
C 1.37 21.14 -9.58
C -2.71 22.66 -0.62
H -4.11 18.11 1.22
C 7.17 20.37 -4.22
H 10.94 21.08 -3.97
O 5.67 19.35 -2.71
C 10.62 20.85 -2.94
C 12.65 21.81 -2.35
H 2.11 27.26 3.80
C -4.29 25.93 3.73
C 1.24 20.44 -8.24
H 0.94 23.96 -9.98
H 1.46 22.57 -2.73
C -5.84 20.12 4.34
C -0.37 22.84 0.21
H 0.47 26.43 6.14
H -0.85 23.70 0.68
H -6.31 26.39 3.08
H -7.43 21.68 5.72
O 0.48 23.90 3.23
H -3.14 29.33 0.72
C 4.50 18.59 -2.49
H 3.76 24.20 2.98
H 2.76 23.37 1.85
H -0.24 19.43 -6.97
C -9.65 23.63 2.40
H 13.33 21.59 -1.53
H 6.61 18.34 -4.30
H 1.19 20.09 -3.50
C 0.41 25.96 5.16
H -4.22 18.91 3.79
H 0.65 19.35 -1.94
H 3.09 26.35 6.05
C 2.75 25.35 5.77
O -5.71 19.04 2.27
H -1.47 21.67 -11.45
C -1.17 21.14 -7.97
H -6.47 19.37 4.84
H -2.78 23.03 -8.63
C 3.94 24.38 5.56
C 1.72 25.36 4.63
H 4.62 17.54 -2.78
H -3.32 29.36 2.50
H 3.70 19.11 -3.02
C 9.10 21.05 -2.84
H -4.95 19.36 0.36
H -3.03 23.49 0.02
H -1.11 20.20 1.25
H 2.45 20.83 3.54
H 6.86 21.30 -3.74
H -10.36 23.34 1.61
H -7.08 20.88 2.96
H -2.87 21.48 -10.33
H -2.19 20.74 -7.88
H -2.49 23.14 -1.57
H -8.74 24.12 2.06
H -10.33 24.21 3.04
C 0.92 22.16 -1.87
C -5.19 25.43 1.48
H -5.37 27.40 0.61
H -0.21 24.01 -1.55
H -1.36 23.77 -7.90
H -7.90 23.54 3.96
C -0.94 21.95 -3.56
H -5.78 17.85 0.61
C -1.04 22.03 -9.23
H 0.25 22.54 1.06
C -3.64 28.88 1.57
H -5.98 24.70 3.30
H -5.45 27.12 5.08
H 0.85 21.49 3.41
H -4.24 26.47 -0.14
H -2.02 19.28 -1.08
H 2.98 22.61 6.18
H 2.93 22.58 -8.92
C -7.83 21.49 4.73
H -0.38 25.21 5.10
H 4.16 18.45 -1.46
H -4.38 20.44 2.80
H -9.28 23.06 5.04
H 5.33 19.31 -4.77
C -3.41 24.65 3.86
H -2.85 24.36 2.97
H 4.09 22.48 2.56
H -1.32 27.30 1.94
H 1.57 21.56 -1.24
H -5.17 20.55 5.09
C -4.90 19.60 3.28
H -1.98 21.61 -3.64
H 1.77 19.48 -8.22
N -3.66 27.12 3.19
H 1.69 21.13 -7.52
C 6.14 19.30 -4.03
H -0.01 26.69 4.46
H 1.29 23.91 -0.65
H -1.55 20.33 -10.36
C 0.37 19.95 -2.80
C 0.45 23.32 -1.01
H 13.04 21.22 -3.19
O 11.33 21.55 -1.95
H 1.03 24.20 2.48
C -8.57 22.73 4.28
H -0.92 21.76 -7.11
H -1.85 26.85 3.80
H -1.82 24.08 -9.60
H 0.75 20.79 -11.65
O 0.56 23.25 -10.51
H -3.98 23.76 4.12
C -0.23 21.32 -2.37
C 2.50 22.91 4.06
C -1.74 23.32 -8.82
H 1.63 21.13 4.96
H 4.61 24.67 4.75
H -8.55 20.66 4.77
O -2.14 20.09 -1.59
H -5.18 25.46 5.72
O -9.27 22.43 3.04
H 3.55 21.02 -9.51
C -1.84 21.01 1.10
C -4.59 26.68 0.87
C -1.49 21.82 -0.14
H 7.31 20.68 -5.26
N -1.07 20.92 -1.22
N 1.46 23.95 4.27
N -6.70 21.20 3.84
H -0.36 19.31 -3.31
H 0.48 19.46 -10.47
C 2.28 26.22 3.47
H 8.99 21.99 -3.38
C -5.10 18.56 1.09
C -0.18 19.97 -7.92
H -6.04 25.00 0.94
H -3.60 22.02 -0.59
C -5.55 25.63 2.92
H 10.79 19.76 -2.90
H 3.36 26.12 3.37
C -1.78 21.39 -10.44
H 2.12 19.80 -11.06
O -2.54 27.53 3.92
H -0.49 21.52 -4.46
C 1.15 20.25 -10.80
H 8.77 20.90 -1.82
H 2.30 25.03 6.72
H 8.17 19.29 -2.96
N 0.38 22.24 -9.53
C 3.44 22.96 5.26
H -3.97 26.62 5.84
H 12.91 22.84 -2.61
H -1.71 27.37 0.29
C -2.07 26.95 1.22
H 4.54 24.46 6.46
H 4.32 22.36 5.02
H -2.83 20.55 1.07
C -4.75 26.29 5.16
C 2.78 21.78 -9.64
H -1.85 25.90 1.48
H -0.47 19.21 -8.66

The SMILES is CC1(C)CCCC(C)(C)N1O.CC1(C)CCCC(C)(C)N1O.CC1(C)CCCC(C)(C)N1O.CC1(C)CCCC(C)(C)N1O.COCCNCCOC.COCCNCCOC. The LUMO energy is 0.380 eV. The total charge is 0. As for the frontier orbital gap: 0.314 Eh. The molecular weight comes out at 895.41 g mol⁻¹.



Record 2
# C4H8N2O

An isolated molecule of C4H8N2O in a non-equilibrium geometry (the ωB97M-V functional and the def2-TZVPD basis, the Open Molecules 2025 dataset).

Positions of all 15 atoms, in Å:
C -0.50 -0.48 -0.08
N 0.89 -0.84 0.37
C 0.48 1.94 0.35
H 1.38 1.70 0.92
C -0.45 1.00 0.07
H 0.27 2.98 0.16
H -1.43 1.40 -0.25
H -1.32 -1.68 -1.21
H 1.65 -0.42 -1.55
H 2.80 -1.24 -0.30
H -0.97 -0.98 1.75
C 1.79 -0.85 -0.54
N -1.39 -1.10 0.83
H -2.28 -0.61 0.83
O -0.93 -0.80 -1.36

The SMILES is C=C[C@@](N)(O)N=C. The LUMO energy is 1.023 eV. The total charge is 0. As for the frontier orbital gap: 0.383 Eh. The molecular weight comes out at 100.12 g mol⁻¹.



Look up the frontier orbital gap of the second one.
0.383 Eh